(1)
Entry from OMol25: a structure of composition C29H36Cl2N4O2P2Ru at a distorted geometry (ωB97M-V with the def2-TZVPD basis set).

Frontier orbital gap (alpha / beta) ... 0.2108 / 0.1266 Ha
Maximum force ... 6.92 eV/A
Relative energy (zero: lowest compared OMol25 entry of this formula, charge and spin) ... 4.4329 eV
HOMO (alpha / beta) ... -13.08 / -13.09 eV

Structure (ORCA input):
```
! RIJCOSX wB97M-V def2-TZVPD def2/J DEFGRID3
* xyz 2 5
Ru 0.62 -1.93 0.71
C -1.21 2.22 4.00
C -1.70 1.59 2.93
C -1.18 1.75 1.53
C -0.08 0.80 1.04
C 1.18 0.60 1.83
C 1.56 1.23 2.94
C 1.23 2.62 3.19
C 0.16 2.76 4.28
C 1.70 -2.26 2.53
H -1.90 2.23 4.85
H -2.48 0.82 2.99
H -0.84 2.77 1.32
H -2.03 1.59 0.85
H -0.55 -0.22 0.88
H 0.25 1.12 0.05
H 1.75 -0.28 1.42
H 2.17 0.70 3.65
H 0.95 3.14 2.28
H 2.12 3.13 3.58
H 0.50 2.27 5.21
H -0.03 3.82 4.49
H 1.60 -1.59 3.42
H 2.77 -2.44 2.34
H 1.23 -3.22 2.83
P 1.54 -1.07 -0.97
P -2.19 0.11 -1.08
N 2.86 0.15 -1.26
N 2.29 -2.31 -1.93
N -2.21 1.69 -2.15
N -3.66 -0.59 -1.76
C 0.38 -0.29 -2.14
C -1.03 -0.87 -2.06
C 4.10 0.10 -0.61
C 5.07 0.79 -1.37
C 4.39 1.26 -2.55
C 3.05 0.86 -2.44
C 2.46 -3.63 -1.51
C 2.85 -4.37 -2.63
C 2.96 -3.47 -3.73
C 2.60 -2.21 -3.27
C -2.32 2.99 -1.62
C -2.13 3.92 -2.63
C -1.86 3.18 -3.83
C -1.92 1.83 -3.51
C -4.48 -0.21 -2.82
C -5.17 -1.32 -3.30
C -4.78 -2.43 -2.50
C -3.87 -1.96 -1.57
H 0.77 -0.43 -3.16
H 0.39 0.79 -1.95
H -1.43 -0.96 -3.07
H -1.04 -1.87 -1.58
H 4.19 -0.38 0.34
H 6.11 0.94 -1.12
H 4.81 1.81 -3.38
H 2.23 1.04 -3.12
H 2.27 -3.89 -0.49
H 3.04 -5.43 -2.65
H 3.27 -3.68 -4.74
H 2.53 -1.26 -3.78
H -2.56 3.15 -0.58
H -2.15 5.01 -2.53
H -1.63 3.60 -4.81
H -1.82 0.95 -4.16
H -4.53 0.83 -3.12
H -5.86 -1.33 -4.13
H -5.11 -3.45 -2.60
H -3.34 -2.49 -0.79
Cl -2.68 -0.20 6.13
C -1.22 -1.20 6.21
Cl -1.54 -2.88 6.63
C -0.47 -1.14 4.81
O 0.59 -0.48 4.98
O -1.03 -1.62 3.81
H -0.55 -0.80 6.97
*
```


(2)
Entry from OMol25: a structure of composition C29H36CoN8 at a distorted geometry (ωB97M-V with the def2-TZVPD basis set).

Frontier orbital gap (alpha / beta) ... 0.0948 / 0.1377 Ha
Maximum force ... 8.21 eV/A
Relative energy (zero: lowest compared OMol25 entry of this formula, charge and spin) ... 0.0000 eV
HOMO (alpha / beta) ... 1.87 / 0.70 eV

Structure (ORCA input):
```
! RIJCOSX wB97M-V def2-TZVPD def2/J DEFGRID3
* xyz -2 4
Co -1.16 0.25 0.90
N -1.12 1.67 0.00
N 1.32 2.07 -2.63
C -0.37 -2.52 0.95
C -0.91 -2.34 -0.34
C -2.11 -1.60 -0.23
C -3.03 -1.25 -1.34
H -2.50 -1.20 -2.30
H -3.47 -0.26 -1.16
H -3.85 -1.98 -1.42
C -2.38 -1.37 1.18
C -3.67 -0.89 1.77
H -4.51 -1.54 1.50
H -3.92 0.10 1.41
H -3.58 -0.82 2.86
C -1.20 -1.83 1.90
C -0.94 -1.64 3.34
H -1.39 -0.69 3.65
H 0.14 -1.58 3.53
H -1.36 -2.43 3.97
C -0.36 -2.80 -1.64
H -1.13 -3.29 -2.26
H 0.47 -3.50 -1.53
H 0.00 -1.94 -2.23
C 0.88 -3.24 1.30
H 1.62 -2.53 1.70
H 1.33 -3.73 0.44
H 0.73 -4.00 2.08
C -1.19 3.09 0.38
H -0.15 3.40 0.56
C -1.94 4.27 -0.24
H -2.09 5.14 0.39
C -2.66 4.09 -1.38
H -3.55 4.69 -1.54
C -2.14 3.22 -2.38
H -2.80 3.00 -3.24
C -0.83 2.91 -2.35
C 0.28 2.88 -3.10
H 0.34 3.46 -4.04
C 1.23 1.34 -1.47
C 2.50 1.79 -3.34
H 2.77 2.30 -4.25
C 3.10 0.78 -2.69
H 4.01 0.25 -2.89
N 2.31 0.49 -1.53
C 2.68 -0.46 -0.54
C 3.31 -1.68 -0.92
C 4.11 -2.36 0.01
H 4.67 -3.24 -0.32
C 4.25 -1.92 1.33
C 5.22 -2.60 2.28
H 4.73 -2.90 3.21
H 6.05 -1.94 2.55
H 5.64 -3.49 1.82
C 3.48 -0.83 1.73
H 3.55 -0.47 2.76
C 2.65 -0.13 0.82
C 1.79 0.98 1.30
H 2.16 1.96 0.97
H 1.73 0.98 2.40
H 0.73 0.87 0.91
C 3.15 -2.28 -2.27
H 3.75 -1.74 -3.02
H 2.11 -2.33 -2.62
H 3.53 -3.31 -2.24
N -2.73 3.79 2.27
N -2.15 2.84 1.49
N -5.26 2.88 0.25
C -5.16 2.07 -0.58
N -2.47 1.37 0.00
N -3.00 1.95 1.12
H -3.75 3.72 2.14
H -2.30 4.71 2.22
H -5.19 1.33 -1.39
*
```


> The highest relative energy (zero: lowest compared OMol25 entry of this formula, charge and spin) belongs to which entry?

C29H36Cl2N4O2P2Ru